Record 1
A 10-piece molecular cluster, C22H62N2O10S8 overall in a non-equilibrium geometry. Source: the Open Molecules 2025 dataset; level of theory: ωB97M-V/def2-TZVPD.

ΔE to the lowest compared entry with this formula, charge and spin   51.4 kJ/mol
LUMO   -0.005 Eh
Orbital gap   7.894 eV

```
104
Properties=species:S:1:pos:R:3:mulliken_charge:R:1
C -4.3145 -0.4751 2.3060 -0.44
S -5.0311 0.0345 0.8107 0.57
O -6.3166 -0.7088 0.4928 -0.72
C -5.4039 1.7008 1.3102 -0.84
H -4.0970 -1.5410 2.2073 0.02
H -5.1071 -0.3921 3.0510 0.55
H -3.4376 0.1430 2.5163 -0.10
H -5.8936 1.5782 2.2937 0.38
H -5.9766 2.2426 0.5487 0.36
H -4.3909 2.1568 1.3612 0.19
C -2.7186 0.6999 -2.3861 0.24
S -3.1206 2.4043 -2.1125 0.35
O -2.4792 2.9269 -0.9110 -0.52
C -2.2055 3.0890 -3.5110 -0.60
H -1.6395 0.6699 -2.3798 -0.49
H -3.1894 0.3853 -3.3149 0.49
H -3.0903 0.2321 -1.4750 -0.01
H -2.5745 2.6159 -4.4643 0.32
H -1.1575 2.8043 -3.4290 -0.10
H -2.3850 4.1842 -3.4989 0.37
C 4.7621 3.1873 -0.9184 -1.16
S 3.8673 1.8470 -0.0840 0.86
O 4.7629 0.8478 0.3900 -0.71
C 3.3989 2.8210 1.2790 -1.12
H 3.9809 3.9039 -1.2268 0.31
H 5.2826 2.8515 -1.8357 0.32
H 5.4014 3.6387 -0.1695 0.43
H 4.3840 2.8132 1.7727 0.47
H 2.6468 2.2050 1.7754 0.35
H 2.9826 3.8055 1.0255 0.21
C -0.2005 -3.5281 4.6577 -0.60
S -1.7818 -4.2669 5.0874 0.39
O -2.6134 -3.3010 5.8338 -0.59
C -2.5302 -4.3352 3.4982 -0.39
H -0.5952 -2.6340 4.1463 -0.04
H 0.4620 -4.2563 4.2061 0.41
H 0.2433 -3.2698 5.6193 0.33
H -1.8241 -4.9790 2.9850 0.37
H -2.7029 -3.2999 3.1855 -0.22
H -3.5416 -4.7476 3.6301 0.36
C 0.4199 5.5268 2.3348 -0.87
S 1.3474 5.3289 3.8384 0.57
O 2.7156 4.7940 3.5710 -0.62
C 1.4271 7.0534 4.2181 -1.01
H 0.9645 6.2137 1.6991 0.50
H -0.5248 5.9688 2.6892 0.43
H 0.2908 4.5471 1.8747 0.00
H 0.4720 7.3231 4.6821 0.35
H 1.7063 7.5235 3.2673 0.29
H 2.1827 7.2294 4.9685 0.36
C 2.5142 -5.2924 -0.6163 -0.90
S 3.2054 -6.9611 -0.6577 0.44
O 2.8185 -7.5965 0.6247 -0.62
C 2.0651 -7.5074 -1.9153 -0.60
H 2.9193 -4.6791 0.1852 0.41
H 1.4363 -5.3678 -0.5104 0.30
H 2.8397 -4.8824 -1.5663 0.28
H 2.3597 -8.5005 -2.2384 0.38
H 2.1276 -6.7068 -2.6842 0.01
H 1.0802 -7.4469 -1.4424 0.30
C -1.5891 2.8534 4.3562 -0.59
S -2.7740 2.0253 5.4358 0.36
O -4.0770 2.0601 4.7965 -0.56
C -2.0705 0.3577 5.3696 -0.54
H -1.5731 2.2425 3.4413 -0.06
H -0.6487 2.6881 4.8778 0.40
H -1.9526 3.8672 4.2799 0.38
H -1.2366 0.3231 6.0698 0.49
H -1.8872 0.0335 4.3440 -0.23
H -2.8068 -0.3594 5.7086 0.40
C 1.0100 -1.2163 0.4426 -0.88
S -0.6008 -0.5071 0.5607 0.56
O -0.9906 -0.8010 1.9700 -0.64
C -0.0886 1.1518 0.3640 0.27
H 1.0439 -2.2954 0.2936 0.32
H 1.4544 -1.0101 1.4222 0.33
H 1.4695 -0.7071 -0.4206 0.15
H -0.9001 1.8467 0.5220 0.21
H 0.2931 1.1826 -0.7003 -0.29
H 0.7207 1.2485 1.0659 0.02
C 1.4728 1.3837 -3.5025 0.23
O 0.7207 0.6621 -2.8887 -0.62
N 1.4220 1.5634 -4.8197 0.30
C 2.3451 2.4535 -5.5670 -0.91
C 0.5194 0.7499 -5.6129 -0.99
H 2.1967 1.9977 -2.9748 0.09
H 1.8883 3.4044 -5.9086 0.29
H 2.6863 1.9218 -6.4646 0.31
H 3.1112 2.7382 -4.8644 0.30
H -0.0982 0.2747 -4.8412 0.21
H -0.0850 1.3961 -6.2561 0.37
H 1.0874 -0.0003 -6.1564 0.32
C 0.0183 -4.7584 -3.9405 -0.02
O -0.9860 -4.4917 -3.2933 -0.55
N 1.0247 -3.8445 -4.1806 0.32
C 2.1620 -4.0588 -5.0442 -1.05
C 0.9862 -2.5389 -3.6113 -0.57
H 0.0279 -5.6234 -4.6116 0.38
H 3.1030 -3.8294 -4.5193 0.33
H 2.1397 -3.3644 -5.9058 0.31
H 2.3015 -5.0654 -5.4052 0.40
H 0.0661 -2.4756 -3.0377 0.30
H 1.8762 -2.3433 -2.9821 0.22
H 0.9947 -1.7570 -4.4066 -0.10
```

---

Record 2
A 8-piece molecular cluster, C22H62N2O8 overall in a non-equilibrium geometry. Source: the Open Molecules 2025 dataset; level of theory: ωB97M-V/def2-TZVPD.

ΔE to the lowest compared entry with this formula, charge and spin   143.8 kJ/mol
LUMO   0.019 Eh
SMILES   COC[C@H](C)N.COC[C@H](C)N.CC(C)O.CC(C)O.CCO.CCO.CCO.CCO
Orbital gap   9.944 eV

```
94
Properties=species:S:1:pos:R:3:mulliken_charge:R:1
C -20.1798 4.9307 0.5224 -0.47
O -21.0705 5.9153 -0.0827 -0.45
C -21.6231 6.7408 0.8887 -0.49
C -22.9571 6.1979 1.4580 0.28
C -24.0481 6.3725 0.3645 -1.61
N -23.1717 6.8269 2.7514 -0.52
H -20.8342 4.3960 1.2168 0.29
H -19.3934 5.3329 1.1258 0.00
H -19.9175 4.2705 -0.2812 0.40
H -20.9693 6.9261 1.7040 0.12
H -21.8285 7.6378 0.3012 0.41
H -22.8204 5.1298 1.5622 0.18
H -23.9677 5.7470 -0.5521 0.35
H -24.2751 7.4009 0.1044 0.39
H -25.0304 6.0707 0.7174 0.44
H -24.1044 6.6765 3.1677 0.28
H -23.4080 7.7597 2.4963 0.26
C -18.9585 10.9517 6.1233 -0.36
O -20.2392 11.2888 6.6132 -0.46
C -21.0900 10.1690 7.0341 -0.93
C -21.3789 9.2131 5.8344 1.69
C -21.6223 9.9733 4.5577 -1.09
N -22.5472 8.3280 6.1380 -0.73
H -18.9592 10.4388 5.1901 0.06
H -18.3062 10.3728 6.8691 0.15
H -18.5784 11.9455 6.1130 0.40
H -20.7577 9.5812 7.9072 0.30
H -21.9186 10.7150 7.4037 0.43
H -20.4047 8.6485 5.8206 -0.70
H -20.9274 10.7141 4.2098 0.37
H -22.6366 10.3863 4.5480 0.37
H -21.5411 9.2102 3.7791 0.04
H -23.3830 8.9232 6.0170 0.36
H -22.6405 7.6328 5.4253 0.12
C -16.8576 7.1586 0.5367 -1.44
C -15.9393 8.3071 0.1144 0.29
C -15.8144 9.3113 1.2002 -1.13
O -14.5496 7.8541 -0.1161 -0.58
H -16.5451 6.6655 1.4218 0.41
H -16.8979 6.4582 -0.2284 0.60
H -17.8288 7.4569 0.7536 0.39
H -16.1692 8.7884 -0.8578 0.20
H -14.9807 9.9581 0.9885 0.46
H -15.6460 8.7973 2.1916 -0.02
H -16.6209 10.0131 1.3362 0.48
H -14.6056 6.9613 -0.4619 0.31
C -17.4909 3.1740 2.3501 -0.91
C -17.6233 2.1062 3.4132 1.18
C -17.9122 0.8092 2.5976 -1.31
O -16.3078 2.0047 4.0573 -0.57
H -18.4134 3.0694 1.7186 0.13
H -16.5652 3.0805 1.7957 0.45
H -17.5024 4.1713 2.7323 -0.07
H -18.4940 2.4105 4.1026 -0.37
H -18.8756 0.8558 2.1922 0.40
H -17.9163 -0.1501 3.1794 0.40
H -17.2100 0.7409 1.6867 0.28
H -16.4227 1.1825 4.5743 0.36
C -17.7042 6.9102 5.6679 -1.10
C -17.8050 7.3752 4.2129 0.87
O -18.3536 6.3970 3.3311 0.17
H -17.3446 5.8646 5.8864 0.16
H -18.7248 6.9222 6.0313 0.11
H -17.0866 7.6077 6.1559 0.47
H -16.7915 7.6194 3.7280 -0.33
H -18.4463 8.2990 4.2053 -0.16
H -19.2167 6.0927 3.5994 -0.19
C -14.8827 9.8665 4.5442 -0.70
C -14.7791 10.5755 5.8780 -0.49
O -16.0224 10.3808 6.6144 -0.41
H -15.8595 10.0462 4.0155 0.10
H -14.9039 8.7488 4.7130 0.19
H -14.1590 10.1639 3.7845 0.44
H -14.5204 11.6029 5.6219 0.36
H -13.9551 10.1886 6.4311 0.31
H -16.0304 11.0447 7.3028 0.26
C -15.2501 4.5228 8.7175 -1.06
C -16.3735 3.5022 8.5594 -0.16
O -17.3171 4.1327 7.7188 -0.37
H -14.7691 4.7325 7.7387 0.25
H -14.4229 4.2238 9.3680 0.37
H -15.7604 5.4420 9.0074 0.27
H -16.7198 3.2289 9.5901 0.27
H -16.0083 2.5799 8.0773 0.27
H -18.1859 3.7037 7.7164 0.19
C -20.6227 3.7001 5.2782 -0.84
C -21.3784 5.0405 5.3126 -0.41
O -20.9354 5.9444 4.2600 0.41
H -20.6279 3.3486 4.2073 0.14
H -21.2784 3.0174 5.8128 0.46
H -19.6196 3.8034 5.6884 -0.03
H -21.3322 5.4981 6.3238 0.33
H -22.4447 4.9657 5.1905 0.47
H -21.7257 6.4418 3.9297 -0.44
```

---

Record 3
A 9-piece molecular cluster, C22H62O14 overall in a non-equilibrium geometry. Source: the Open Molecules 2025 dataset; level of theory: ωB97M-V/def2-TZVPD.

ΔE to the lowest compared entry with this formula, charge and spin   1169.6 kJ/mol
LUMO   0.010 Eh
SMILES   CC(C)O.CC(C)O.CC(C)O.CC(C)O.OCCO.OCCO.OCCO.OCCO.OCCO
Orbital gap   9.703 eV

```
98
Properties=species:S:1:pos:R:3:mulliken_charge:R:1
C 20.7410 29.0440 30.1340 -1.27
C 19.2570 29.4910 30.5040 0.16
C 18.4170 29.2340 29.3470 -0.28
O 18.8040 28.5950 31.5390 -0.44
H 21.4770 29.1610 31.0390 0.28
H 21.1570 29.6690 29.4380 0.46
H 20.8660 27.9720 29.7860 0.25
H 19.1760 30.5310 30.5670 0.43
H 18.8140 28.1900 29.0980 -0.17
H 18.6320 29.7400 28.3130 0.18
H 17.3850 29.3600 29.5020 0.14
H 18.3300 29.1080 32.1630 0.30
C 19.0080 23.4120 31.8890 -1.79
C 18.3100 24.4990 31.1500 0.91
C 19.2470 25.2260 30.1430 -1.30
O 17.2290 23.9210 30.4300 0.83
H 18.1680 22.9000 32.5060 0.19
H 19.7040 23.7080 32.4950 0.67
H 19.5030 22.6170 31.3430 0.28
H 17.9080 25.2260 31.8780 0.25
H 19.9680 25.8230 30.6510 0.46
H 18.8330 25.8980 29.4010 0.00
H 19.8140 24.5630 29.5110 0.33
H 16.5340 23.6940 31.1330 -0.41
C 12.9730 23.5010 31.7610 -1.29
C 14.1660 22.5870 32.0380 0.47
C 14.5680 21.9210 30.7970 -1.79
O 15.2820 23.3380 32.4970 -0.50
H 12.1740 22.7630 31.6710 0.43
H 13.1970 24.2590 30.9800 0.13
H 12.7090 23.9570 32.6710 0.44
H 13.8530 21.9520 32.8370 0.54
H 15.3790 21.2710 30.8290 0.53
H 14.7550 22.6820 29.8860 0.14
H 13.9210 21.2300 30.6590 0.69
H 15.1910 23.5110 33.2700 0.16
C 20.0110 23.5000 24.7590 -1.80
C 18.5950 23.5780 25.0650 1.12
C 18.1990 24.7530 25.9320 -1.37
O 17.9070 23.8000 23.8970 -0.53
H 20.2250 22.4920 24.3400 0.40
H 20.6240 23.6110 25.4890 0.55
H 20.5500 24.0330 23.9140 0.34
H 18.2570 22.5940 25.5560 -0.14
H 18.5370 25.7490 25.4160 0.24
H 18.6750 24.6650 26.8870 0.21
H 17.3460 24.7760 26.1730 0.69
H 18.1110 23.2580 23.2290 0.30
O 18.2550 29.3070 25.3200 -0.50
C 16.9340 29.6390 25.7030 0.03
C 15.9080 28.5900 25.1430 -0.97
O 14.7300 29.2090 25.5850 -0.49
H 18.8370 30.0440 25.2700 0.28
H 16.7160 29.7840 26.7610 0.09
H 16.6830 30.6330 25.1600 0.29
H 16.1510 27.6740 25.3480 0.58
H 15.9510 28.6940 24.1120 0.40
H 14.4130 29.8520 24.9450 0.28
O 19.3370 19.6410 29.3880 -0.58
C 18.2030 20.4270 29.3690 -0.15
C 18.4460 21.3970 28.2770 -0.95
O 17.2430 22.1550 28.1000 -0.67
H 19.2510 18.9420 30.0900 0.32
H 17.3230 19.7820 29.3450 0.38
H 18.0910 20.9700 30.4230 -0.15
H 18.6900 21.1910 27.3650 1.00
H 19.2510 22.0200 28.4800 0.35
H 17.2090 22.9830 28.6210 0.18
O 12.1960 32.9010 28.6630 -0.54
C 13.2220 31.8960 28.8270 -0.49
C 12.8200 30.6360 28.1590 -0.16
O 13.9450 29.7800 28.1060 -0.38
H 12.5980 33.6430 27.9970 0.34
H 13.9490 32.3370 28.1390 0.28
H 13.3920 31.8170 29.9180 0.22
H 12.5690 30.7190 27.0980 0.34
H 11.9580 30.1200 28.8100 0.15
H 13.7000 29.2830 27.2770 0.23
O 12.6000 26.0850 34.4200 -0.52
C 12.8570 27.2560 33.7240 -0.11
C 14.2660 27.6500 33.7360 -0.27
O 14.5080 28.8200 32.9410 -0.64
H 11.7540 26.1280 34.7120 0.30
H 12.3020 27.0960 32.6970 0.14
H 12.3360 28.0450 34.2710 0.26
H 14.9670 26.6280 33.4300 -0.21
H 14.7450 27.8930 34.5290 0.65
H 14.2210 28.7450 31.8870 0.48
O 15.9700 25.6080 28.5450 -0.55
C 15.7930 26.9300 29.1560 0.68
C 14.3660 26.9750 29.7660 0.20
O 13.9540 28.1370 30.2940 -0.46
H 16.4950 25.1820 29.1660 -0.15
H 16.6470 27.0720 29.9750 -0.09
H 15.8760 27.5730 28.4630 0.10
H 14.2110 26.2420 30.6180 -0.42
H 13.7080 26.5900 28.9560 0.19
H 14.1050 28.9730 29.8240 0.29
```